Record 1
Formula: C19H29BFN2O7
Source: the Open Molecules 2025 dataset
Level of theory: ωB97M-V/def2-TZVPD

Last column: Mulliken charge in e.
Cartesian coordinates (Å):
C (2.27, -0.91, 4.18)  -1.0947
C (1.08, -1.08, 3.13)  -0.2863
B (1.56, -0.99, 1.59)  0.3952
O (2.70, -1.65, 1.13)  -0.6199
N (0.73, -0.12, 0.66)  0.2526
C (0.92, 1.25, 0.80)  0.9141
C (1.95, 1.87, 1.81)  -1.3906
C (3.42, 1.80, 1.21)  -0.4434
O (3.33, 2.12, -0.20)  -0.2167
C (4.43, 1.61, -0.91)  0.4944
C (4.39, 0.20, -1.63)  -0.6484
O (5.44, 2.26, -1.03)  -0.4969
C (0.15, 2.21, -0.01)  -1.0077
C (-0.81, 1.70, -0.99)  1.1299
C (-1.64, 2.69, -1.84)  -0.1847
O (-1.14, 3.60, -2.46)  -0.4314
O (-3.02, 2.55, -1.91)  -0.2962
C (-3.72, 3.54, -1.13)  -0.3181
C (-4.63, 2.88, -0.03)  0.5686
O (-4.51, 3.01, 1.14)  -0.4274
F (-5.69, 2.11, -0.49)  -0.2325
C (-0.93, 0.22, -1.11)  0.5449
C (-1.93, -0.29, -2.20)  -1.0850
C (-1.29, -0.03, -3.65)  -0.5685
O (-2.28, 0.36, -4.60)  -0.5342
C (-0.14, -0.69, -0.25)  0.5760
C (-0.37, -2.21, -0.43)  -1.4536
C (-1.79, -2.68, 0.17)  -0.6397
C (-1.71, -4.02, 0.99)  -0.4030
N (-3.12, -4.41, 1.33)  -0.6550
H (3.27, -0.70, 3.72)  0.2729
H (2.02, -0.04, 4.85)  0.3320
H (2.29, -1.83, 4.82)  0.3319
H (0.57, -2.06, 3.32)  0.3448
H (0.31, -0.27, 3.31)  0.3159
H (2.76, -2.54, 1.53)  0.3180
H (1.72, 2.97, 1.89)  0.4859
H (1.88, 1.47, 2.85)  0.1820
H (4.06, 2.61, 1.66)  0.4108
H (3.92, 0.81, 1.39)  0.3723
H (4.76, -0.56, -0.90)  0.1784
H (5.10, 0.22, -2.49)  0.3509
H (3.36, -0.02, -2.01)  0.1804
H (0.31, 3.30, 0.16)  0.4884
H (-4.43, 4.07, -1.83)  0.3184
H (-3.01, 4.30, -0.71)  0.3284
H (-2.13, -1.39, -2.15)  0.0100
H (-2.93, 0.22, -2.11)  0.4444
H (-0.44, 0.68, -3.54)  0.3915
H (-0.87, -1.03, -3.98)  0.3560
H (-1.87, 0.69, -5.42)  0.3368
H (-0.48, -2.37, -1.55)  0.5329
H (0.47, -2.87, -0.11)  0.4544
H (-2.49, -2.88, -0.70)  0.3828
H (-2.29, -1.84, 0.75)  0.3932
H (-1.33, -4.84, 0.31)  0.3210
H (-1.09, -3.89, 1.91)  0.1735
H (-3.74, -3.78, 0.81)  0.2756
H (-3.33, -5.33, 0.93)  0.2748

The HOMO energy is -12.14 eV. As for the orbital gap: 7.63 eV. The calculation puts the LUMO energy at -0.1657 Ha. The SMILES is CCB(O)[n+]1c(CCOC(C)=O)cc(C(=O)OCC(=O)F)c(CCO)c1CCCN. As for the charge: +1.

Record 2
Formula: C19H29BN9OPb
Source: the Open Molecules 2025 dataset
Level of theory: ωB97M-V/def2-TZVPD

Last column: Mulliken charge in e.
Cartesian coordinates (Å):
Pb (-1.70, -0.07, -0.44)  1.3304
B (-1.65, -3.04, 2.12)  -0.3110
N (-1.88, -1.70, 2.63)  -0.2423
C (-2.08, -1.46, 3.99)  -0.2948
C (-2.23, -0.13, 4.18)  -0.9106
C (-2.14, 0.42, 2.87)  -0.0257
N (-1.94, -0.53, 1.96)  0.3153
N (-1.35, -3.35, 0.73)  0.3131
C (-1.04, -4.65, 0.33)  -0.3362
C (-0.83, -4.64, -1.01)  -0.7231
C (-1.05, -3.29, -1.39)  -0.2208
N (-1.36, -2.53, -0.34)  -0.1581
H (-0.90, -3.66, 2.88)  0.2504
H (-2.54, -3.81, 2.53)  0.2742
H (-2.08, -2.26, 4.72)  0.4975
H (-2.38, 0.40, 5.11)  0.4869
H (-2.23, 1.45, 2.58)  0.6984
H (-0.97, -5.47, 1.03)  0.4881
H (-0.58, -5.47, -1.65)  0.4727
H (-1.02, -2.87, -2.38)  0.5400
O (-0.79, 0.81, -2.79)  -0.3604
C (-1.48, 2.04, -3.15)  -0.5104
C (-0.70, 3.25, -2.69)  -0.7940
C (-0.35, 3.20, -1.19)  0.3777
C (-1.56, 3.19, -0.31)  0.4273
C (-2.17, 4.38, 0.10)  -0.6511
C (-3.33, 4.32, 0.85)  -0.4609
C (-3.86, 3.08, 1.18)  -0.9519
C (-3.19, 1.94, 0.77)  -1.0673
N (-2.06, 2.00, 0.06)  0.2757
H (-0.63, 0.29, -3.59)  0.2492
H (-2.44, 2.00, -2.64)  0.2504
H (-1.67, 2.08, -4.22)  0.5141
H (-1.30, 4.14, -2.92)  0.3929
H (0.23, 3.34, -3.27)  0.4119
H (0.28, 4.06, -0.95)  0.6452
H (0.21, 2.29, -0.98)  -1.0519
H (-1.73, 5.33, -0.19)  0.5430
H (-3.82, 5.23, 1.17)  0.4719
H (-4.77, 2.99, 1.76)  0.5227
H (-3.57, 0.96, 1.02)  1.0265
C (4.25, -1.37, -2.02)  -1.3194
C (4.88, -0.91, -0.71)  0.7436
C (4.98, -2.03, 0.32)  -1.3961
C (4.18, 0.33, -0.13)  -1.1494
N (2.76, 0.10, 0.13)  0.7334
C (1.72, 0.26, -0.68)  -0.6592
N (0.64, -0.11, -0.01)  0.3783
N (1.06, -0.50, 1.23)  -0.0525
N (2.32, -0.37, 1.31)  -0.7996
H (4.86, -2.14, -2.48)  0.4376
H (4.15, -0.55, -2.73)  0.3382
H (3.26, -1.82, -1.85)  0.2194
H (5.90, -0.58, -0.94)  0.3365
H (4.00, -2.38, 0.64)  0.2601
H (5.51, -1.70, 1.22)  0.3785
H (5.51, -2.89, -0.09)  0.4149
H (4.25, 1.16, -0.84)  0.4119
H (4.64, 0.62, 0.81)  0.3756
H (1.76, 0.60, -1.70)  0.6435

The HOMO energy (alpha / beta) is -17.97 / -17.98 eV. As for the orbital gap (alpha / beta): 4.76 / 4.76 eV. The calculation puts the LUMO energy (alpha / beta) at -0.4857 / -0.4855 Ha. As for the charge: +3. The energy above the lowest of the compared OMol25 structures with the same formula, charge and spin is 1.927 eV.

Record 3
Formula: C19H29Br4F5N
Source: the Open Molecules 2025 dataset
Level of theory: ωB97M-V/def2-TZVPD

Last column: Mulliken charge in e.
Cartesian coordinates (Å):
C (-4.13, -2.71, 1.98)  -0.8405
C (-4.79, -2.54, 0.49)  0.1373
C (-4.13, -3.53, -0.66)  -0.7529
C (-2.96, -2.75, -1.55)  0.2494
C (-1.53, -3.60, -1.58)  -0.7549
C (-0.27, -2.53, -1.49)  -0.2472
C (0.11, -2.24, 0.09)  -0.4929
C (1.48, -1.33, 0.14)  0.0582
C (2.86, -2.20, 0.49)  -0.3691
C (4.25, -1.34, 0.55)  -0.7096
C (4.20, 0.26, 0.21)  -0.2284
N (2.90, 1.00, -0.14)  0.2336
C (3.12, 2.48, -0.46)  -0.6213
C (1.52, 0.31, -0.18)  0.0628
C (0.20, 1.20, -0.52)  0.7947
F (-1.12, 0.55, -0.38)  -0.2594
F (0.08, 2.47, 0.29)  -0.2994
C (0.26, 1.72, -2.11)  0.6553
F (0.37, 3.23, -2.19)  -0.2312
F (1.32, 1.04, -2.90)  -0.2273
F (-1.04, 1.39, -2.81)  -0.2408
H (-2.98, -3.01, 1.92)  0.1379
H (-4.69, -3.53, 2.60)  0.3212
H (-4.20, -1.69, 2.59)  0.2420
H (-5.94, -2.82, 0.57)  0.3251
H (-4.65, -1.43, 0.09)  -0.3005
H (-4.99, -3.81, -1.41)  0.2935
H (-3.73, -4.55, -0.22)  0.3169
H (-2.71, -1.71, -1.04)  -0.3215
H (-3.30, -2.55, -2.67)  0.3623
H (-1.47, -4.24, -2.57)  0.2978
H (-1.53, -4.30, -0.62)  0.2880
H (-0.51, -1.48, -1.99)  0.0918
H (0.73, -2.95, -1.99)  0.3638
H (-0.80, -1.77, 0.71)  0.0467
H (0.32, -3.29, 0.61)  0.4711
H (2.83, -3.37, 0.71)  0.3205
H (5.27, -1.88, 0.78)  0.3400
H (5.24, 0.84, 0.24)  0.6011
H (4.27, 2.76, -0.36)  0.1970
H (2.56, 3.21, 0.28)  0.2656
H (2.84, 2.68, -1.60)  0.2892
Br (-6.36, 2.57, 1.66)  -0.1255
C (-4.78, 1.95, 0.69)  -0.2814
C (-4.95, 2.12, -0.80)  -0.3695
Br (-6.11, 0.73, -1.53)  -0.1149
H (-4.60, 0.92, 1.00)  0.0631
H (-3.96, 2.58, 1.06)  0.3358
H (-3.99, 1.99, -1.31)  0.0872
H (-5.38, 3.08, -1.08)  0.4238
Br (5.34, 2.39, 2.40)  -0.0819
C (6.43, 3.98, 2.70)  -0.5010
C (7.22, 4.34, 1.47)  -0.5941
Br (8.76, 3.16, 1.24)  -0.0996
H (7.06, 3.78, 3.58)  0.3713
H (5.72, 4.78, 2.95)  0.3496
H (7.65, 5.35, 1.56)  0.3705
H (6.64, 4.29, 0.54)  0.3007

The HOMO energy is -11.66 eV. As for the orbital gap: 6.13 eV. The calculation puts the LUMO energy at -0.2034 Ha. As for the charge: +1.

Record 4
Formula: C19H29ClN3O4S
Source: the Open Molecules 2025 dataset
Level of theory: ωB97M-V/def2-TZVPD

Last column: Mulliken charge in e.
Cartesian coordinates (Å):
O (-2.70, -0.07, 0.63)  -0.8319
C (-2.38, -1.26, 0.50)  0.7770
N (-3.32, -2.22, 0.39)  -0.1284
C (-4.74, -2.02, 0.63)  -0.7827
C (-5.42, -1.14, -0.42)  -0.5827
N (-5.09, 0.29, -0.22)  0.3496
C (-5.97, 0.96, 0.76)  -0.5340
C (-5.44, 2.38, 1.00)  -0.5359
O (-5.41, 3.11, -0.20)  -0.3972
C (-4.58, 2.49, -1.14)  -0.5140
C (-5.06, 1.08, -1.47)  -0.5502
C (-0.97, -1.67, 0.41)  0.0069
C (-0.51, -2.93, 0.79)  -0.7711
C (0.83, -3.24, 0.66)  -0.8913
C (1.73, -2.30, 0.15)  0.2587
Cl (3.37, -2.69, -0.05)  -0.1411
C (1.27, -1.04, -0.21)  -0.7608
S (2.37, 0.18, -0.99)  1.5470
O (2.95, -0.46, -2.13)  -0.7094
O (1.55, 1.34, -1.19)  -0.7466
N (3.51, 0.37, 0.18)  0.2616
C (3.11, 1.17, 1.31)  -1.0096
C (3.15, 2.68, 1.05)  -0.5628
C (4.51, 3.33, 1.30)  -0.7938
C (5.73, 2.51, 0.86)  -0.6402
C (5.53, 1.73, -0.44)  -0.6782
C (4.91, 0.36, -0.21)  -0.9310
C (-0.06, -0.72, -0.07)  0.0303
H (-3.00, -3.17, 0.23)  0.2671
H (-5.21, -3.00, 0.64)  0.4952
H (-4.86, -1.57, 1.63)  0.2926
H (-5.07, -1.44, -1.41)  0.3526
H (-6.50, -1.28, -0.38)  0.3891
H (-4.06, 0.27, 0.20)  0.2010
H (-5.98, 0.40, 1.69)  0.3888
H (-6.98, 1.01, 0.35)  0.3899
H (-6.10, 2.92, 1.68)  0.3943
H (-4.43, 2.32, 1.44)  0.2921
H (-4.61, 3.12, -2.04)  0.3920
H (-3.54, 2.45, -0.77)  0.2948
H (-4.38, 0.61, -2.18)  0.3896
H (-6.07, 1.12, -1.89)  0.4135
H (-1.17, -3.67, 1.21)  0.4670
H (1.20, -4.21, 0.96)  0.4785
H (3.73, 0.90, 2.16)  0.5270
H (2.08, 0.87, 1.53)  0.3756
H (2.83, 2.85, 0.03)  0.3235
H (2.42, 3.17, 1.70)  0.4798
H (4.52, 4.30, 0.78)  0.3465
H (4.62, 3.54, 2.37)  0.3000
H (6.00, 1.81, 1.64)  0.2942
H (6.57, 3.20, 0.74)  0.3817
H (6.50, 1.57, -0.91)  0.3929
H (4.91, 2.30, -1.14)  0.2965
H (5.47, -0.18, 0.56)  0.3650
H (4.95, -0.23, -1.13)  0.5244
H (-0.39, 0.26, -0.36)  0.7566

The HOMO energy is -11.46 eV. As for the orbital gap: 8.52 eV. The calculation puts the LUMO energy at -0.1079 Ha. The SMILES is O=C(NCC[NH+]1CCOCC1)c1ccc(Cl)c(S(=O)(=O)N2CCCCCC2)c1. As for the charge: +1. The energy above the lowest of the compared OMol25 structures with the same formula, charge and spin is 0.046 eV.

What is the charge in the third record? +1